Molecular formula: C19H39FN2O11P2
Method: DFT, ωB97M-V/def2-TZVPD

Highest occupied orbital energy (eV): -9.743
Multiplicity: 1
Charge: 0
SMILES: CCOCCOC[C@@H](C#N)[C@@](F)(C#N)CCCOC.COP(=O)(OC)OC.COP(=O)(OC)OC
Orbital gap (eV): 9.3
LUMO (Ha): -0.0151
Electronic energy (eV): -67130.895

```
74
Properties=species:S:1:pos:R:3:forces:R:3:lowdin_charge:R:1
C 6.179549 1.904741 0.079960 -0.3725 -0.5234 -0.0064 -0.055
C 5.959306 0.419547 -0.226627 0.0233 0.1599 0.4915 -0.291
O 6.088668 0.178944 -1.611154 -0.1957 -0.0276 -0.3837 -0.149
C 6.356585 -1.176855 -1.924419 0.3890 -0.2025 0.7893 -0.181
C 5.278324 -2.168470 -1.514837 -0.0003 -0.6225 -0.3564 -0.189
O 4.224811 -2.284541 -2.475290 -0.1820 0.3564 0.2154 -0.134
C 3.209425 -1.318044 -2.244351 0.6468 -0.6645 -0.4482 -0.144
C 2.002640 -1.912822 -1.468643 -0.0631 -0.4097 0.4148 -0.150
C 2.380496 -3.124578 -0.699039 0.7407 0.9906 -0.1411 -0.161
N 2.911253 -3.897272 -0.039444 -0.3362 -0.4761 0.0051 0.201
C 1.313672 -0.933342 -0.468840 -1.9811 -0.5429 -0.5769 -0.411
F 1.765501 -1.192334 0.809534 0.4625 0.7477 0.0075 0.049
C 1.514736 0.492871 -0.817962 1.2059 -0.6485 0.1912 -0.117
N 1.895522 1.530885 -1.120907 -0.3284 0.3525 0.0477 0.239
C -0.210245 -1.211316 -0.435251 0.2617 -0.3516 0.8550 -0.109
C -1.017438 -0.145513 0.319333 -0.3340 -0.0482 -0.4340 -0.141
C -1.690133 0.943698 -0.576611 -0.6779 -0.4325 0.6852 -0.220
O -1.562724 0.714346 -1.966327 0.4935 0.5351 0.4054 -0.201
C -0.903958 1.749379 -2.685547 0.3449 -0.4592 -0.8726 -0.109
H 5.211909 2.409548 0.085626 0.1784 0.2039 -0.0783 0.064
H 6.828251 2.361171 -0.667184 0.0306 -0.0379 0.1134 0.079
H 6.622951 1.985192 1.074265 -0.0072 0.2026 -0.0998 0.073
H 4.963561 0.126039 0.141871 0.0444 0.0112 -0.1359 0.103
H 6.663087 -0.199115 0.352383 0.1320 0.0400 -0.2930 0.122
H 7.280603 -1.462524 -1.391747 -0.1129 -0.0487 -0.0184 0.126
H 6.579403 -1.278734 -2.987797 -0.2771 0.2595 0.0008 0.134
H 4.840620 -1.971444 -0.532120 0.2489 0.1260 0.0225 0.110
H 5.735411 -3.160391 -1.447373 -0.0563 0.0770 -0.0805 0.133
H 2.850107 -1.028290 -3.233872 -0.0040 0.2977 0.1832 0.141
H 3.675675 -0.470403 -1.740601 -0.4497 0.1684 0.0024 0.105
H 1.248534 -2.254631 -2.180148 0.0250 0.2887 -0.0749 0.147
H -0.289739 -2.136316 0.149319 0.1053 -0.0088 -0.1669 0.136
H -0.607527 -1.450967 -1.420680 0.0400 0.4310 -0.0412 0.117
H -1.806145 -0.677607 0.858006 0.0333 0.1054 -0.0365 0.109
H -0.420149 0.343175 1.095644 0.1258 -0.1400 -0.1169 0.110
H -2.763374 0.909520 -0.349118 0.0942 0.1260 -0.0353 0.115
H -1.349622 1.929813 -0.249296 0.1577 0.0221 -0.4359 0.112
H -1.590017 2.240128 -3.382756 -0.1173 0.1019 0.3101 0.086
H -0.385324 2.471682 -2.056024 -0.2611 -0.0001 0.1223 0.067
H -0.133861 1.275785 -3.307532 -0.0431 0.0907 0.0641 0.080
C -6.360209 -4.549143 -3.535209 -0.1592 0.1210 -0.2932 -0.098
O -5.346942 -3.914055 -2.734093 -0.0877 -2.7783 1.4606 -0.238
P -5.656656 -3.754678 -1.122425 -0.0307 6.1173 0.9483 0.532
O -6.832189 -2.837965 -1.123421 -0.0779 -1.0348 -0.1266 -0.257
O -4.248183 -3.018801 -0.845409 0.0487 -0.2380 0.0410 -0.240
C -3.792890 -1.970462 -1.697519 0.1457 -0.0170 -0.1983 -0.088
O -5.647753 -4.420997 0.361194 0.6151 -2.2404 -2.0056 -0.256
C -6.173551 -3.631266 1.426276 -0.4100 0.1707 0.3106 -0.109
H -5.894169 -4.881316 -4.460262 0.1075 0.0173 0.0771 0.086
H -6.787396 -5.410858 -3.026282 -0.0437 -0.0135 -0.0501 0.084
H -7.145570 -3.831486 -3.767097 -0.0143 0.0101 0.1330 0.089
H -4.614963 -1.332270 -2.022700 -0.0517 -0.0661 -0.0031 0.098
H -3.277805 -2.386577 -2.562581 -0.0539 0.0396 -0.0618 0.090
H -3.084732 -1.370590 -1.131542 -0.0534 -0.0578 0.0938 0.058
H -7.260809 -3.665351 1.422824 0.0146 0.1293 -0.0947 0.087
H -5.825804 -2.601906 1.358768 -0.0399 -0.0169 -0.1055 0.087
H -5.808807 -4.074306 2.351924 0.0993 -0.1319 -0.1425 0.091
C 1.930340 2.957719 2.550770 0.3254 -0.0981 0.0749 -0.099
O 0.626818 2.856332 3.155235 -0.8652 0.9829 -2.8393 -0.245
P -0.268606 4.238403 3.243288 -0.8050 0.9092 6.0897 0.527
O 0.553917 5.081996 4.156150 0.1704 -0.0746 -1.0329 -0.256
O -1.498125 3.486631 3.968368 -0.0368 -0.0310 -0.2848 -0.247
C -1.267347 2.591970 5.053885 0.0173 -0.2039 0.0398 -0.104
O -1.282134 5.278261 2.511083 1.0103 -1.9514 -2.1600 -0.259
C -1.663868 6.436822 3.251225 0.0742 0.5201 0.1595 -0.107
H 2.242440 1.956934 2.257948 -0.1409 -0.0203 0.0029 0.077
H 1.904951 3.591364 1.666466 0.0973 -0.0238 -0.0261 0.083
H 2.642218 3.355660 3.272266 -0.1046 0.1145 0.0219 0.089
H -0.467351 2.953676 5.700548 0.0430 0.0227 -0.0629 0.090
H -1.026128 1.597142 4.681643 0.0740 0.0066 0.0133 0.081
H -2.189685 2.534050 5.628622 -0.0344 0.0922 -0.0662 0.088
H -0.876333 7.186345 3.214877 0.0526 -0.0761 0.1303 0.087
H -1.898563 6.182033 4.283037 0.0998 -0.0525 -0.0129 0.089
H -2.554453 6.835709 2.767728 0.0300 -0.1767 -0.1244 0.091
```
Positions in Å, forces in eV/Å.